Formula: C22H37NO14S4
Source: the Open Molecules 2025 dataset
Level of theory: ωB97M-V/def2-TZVPD

SMILES string ... C#CN1C(=O)c2ccccc2C1=O.CCOS(C)(=O)=O.CCOS(C)(=O)=O.CCOS(C)(=O)=O.CCOS(C)(=O)=O
LUMO energy ... -1.39 eV
Gap between HOMO and LUMO ... 7.59 eV
Charge ... 0
Total energy ... -96892.625 eV
Strongest force on any atom ... 0.19763 hartree/bohr

The geometry in XYZ format:
```
78
Properties=species:S:1:pos:R:3:forces:R:3:lowdin_charge:R:1
C 4.1748 0.3526 1.5896 -0.628 8.625 -5.337 0.13
C 4.1807 1.6115 0.9161 0.127 -8.335 3.814 -0.07
N 4.2452 2.8564 0.0121 -0.116 -2.059 1.576 -0.02
C 3.4963 2.3419 -1.2050 -1.927 -1.764 -5.158 -0.24
O 3.8516 2.2027 -2.4847 -1.731 0.763 8.741 0.01
C 2.0091 2.0160 -0.5977 -2.458 0.510 1.714 -0.03
C 0.8251 0.9753 -1.0476 -0.306 3.139 3.799 0.04
C -0.5556 0.9946 -0.1038 3.272 2.371 0.461 -0.02
C -0.7045 2.0532 1.1744 3.040 -0.051 -1.859 -0.02
C 0.5151 3.0887 1.5906 0.664 -2.547 -3.554 0.02
C 1.8806 3.0265 0.6864 -2.655 -1.750 -1.125 -0.03
C 3.3110 3.8234 0.7697 -0.696 3.963 2.702 -0.21
O 3.6594 4.9775 1.3450 -2.140 -7.973 -4.039 0.02
H 3.7784 -0.6972 1.9747 1.053 2.889 -0.967 0.07
H 0.9858 0.2587 -1.9584 -0.440 1.544 2.046 0.10
H -1.4220 0.2312 -0.3775 2.020 1.920 0.840 0.08
H -1.7215 2.0495 1.7997 2.580 -0.018 -1.581 0.10
H 0.4591 3.8555 2.4826 -0.029 -1.870 -2.039 0.11
O 3.6890 -2.7154 0.4344 -0.658 -0.496 -0.710 -0.30
S 3.3701 -3.3154 -0.8438 0.431 -0.369 -0.297 0.62
O 2.0755 -3.1558 -1.4650 0.686 0.041 0.785 -0.29
O 3.7389 -4.9029 -0.7898 0.250 1.321 -0.471 -0.26
C 3.1411 -5.7049 0.2197 -0.690 -0.641 0.755 -0.27
C 1.6762 -5.9728 -0.0751 -0.304 0.190 -0.079 -0.08
C 4.6067 -2.8293 -2.0215 0.070 -0.162 0.003 -0.11
H 3.2696 -5.2445 1.2051 0.043 0.096 -0.166 0.12
H 3.6803 -6.6583 0.2367 0.167 0.349 -0.210 0.13
H 1.0908 -5.0497 -0.0370 0.081 -0.126 0.020 0.06
H 1.2521 -6.6673 0.6551 0.144 0.007 -0.057 0.08
H 1.5551 -6.3911 -1.0795 0.058 -0.009 0.170 0.09
H 5.5960 -2.9751 -1.5849 -0.181 -0.010 -0.009 0.08
H 4.4496 -1.7726 -2.2519 -0.098 -0.141 0.160 0.08
H 4.4859 -3.4265 -2.9273 -0.037 0.052 0.178 0.08
O -3.7811 -0.4964 1.0970 -0.506 0.955 -0.012 -0.32
S -4.8847 0.2646 0.5506 -1.263 -0.158 -0.156 0.62
O -4.9844 1.6967 0.7133 0.512 -1.057 0.167 -0.28
O -6.2862 -0.4206 1.0254 1.214 0.445 -1.233 -0.26
C -6.5259 -0.5820 2.4169 -0.197 0.016 1.368 -0.28
C -6.8537 0.7416 3.0840 0.148 0.346 -0.025 -0.07
C -5.0219 -0.1012 -1.1813 -0.099 -0.115 0.025 -0.11
H -5.6735 -1.0700 2.9015 -0.019 0.025 -0.190 0.11
H -7.3842 -1.2547 2.5212 0.253 0.014 -0.409 0.13
H -5.9961 1.4199 3.0575 -0.115 -0.094 0.040 0.07
H -7.1293 0.5928 4.1314 -0.015 -0.100 -0.131 0.08
H -7.6774 1.2417 2.5645 0.060 -0.118 0.104 0.09
H -4.9843 -1.1822 -1.3245 -0.053 0.123 0.100 0.08
H -4.1798 0.3748 -1.6897 -0.079 0.010 0.212 0.08
H -5.9605 0.3115 -1.5562 0.138 -0.051 0.132 0.08
O 2.7977 7.8646 -3.2101 0.859 -0.518 -0.615 -0.29
S 4.0585 7.6496 -3.8881 0.410 -0.016 0.407 0.62
O 4.1810 6.7534 -5.0147 -0.420 0.530 0.827 -0.29
O 5.1953 7.2686 -2.7829 -0.558 1.107 -1.061 -0.27
C 4.9701 6.1505 -1.9349 -0.125 -1.185 0.520 -0.27
C 5.1419 4.8401 -2.6818 -0.087 0.011 -0.151 -0.08
C 4.7193 9.2262 -4.3675 0.155 0.026 0.110 -0.13
H 3.9819 6.2138 -1.4669 0.054 0.150 -0.118 0.11
H 5.7116 6.2007 -1.1301 -0.102 0.347 -0.230 0.13
H 4.3766 4.7230 -3.4544 0.095 -0.031 0.146 0.07
H 5.0608 3.9892 -2.0001 0.286 0.475 -0.198 0.04
H 6.1147 4.8064 -3.1827 -0.078 0.012 0.142 0.09
H 4.6689 9.9102 -3.5189 -0.002 -0.162 -0.084 0.07
H 4.1108 9.6052 -5.1924 -0.001 -0.205 0.153 0.08
H 5.7499 9.0906 -4.7011 -0.164 -0.043 0.073 0.07
O -3.7668 -3.2676 3.3876 -0.727 -0.540 -0.787 -0.28
S -4.0857 -3.8676 2.1094 0.673 -0.144 -0.262 0.62
O -5.3804 -3.7081 1.4883 0.585 0.028 0.730 -0.29
O -3.7170 -5.4551 2.1634 0.229 1.180 -0.449 -0.27
C -4.3148 -6.2571 3.1729 -0.673 -0.610 0.723 -0.28
C -5.7797 -6.5251 2.8781 -0.302 0.195 -0.074 -0.08
C -2.8492 -3.3815 0.9318 0.109 -0.238 -0.095 -0.12
H -4.1863 -5.7967 4.1583 0.040 0.101 -0.165 0.12
H -3.7756 -7.2106 3.1899 0.166 0.338 -0.207 0.12
H -6.3651 -5.6019 2.9162 0.084 -0.134 0.018 0.07
H -6.2037 -7.2195 3.6083 0.141 0.006 -0.057 0.08
H -5.9007 -6.9433 1.8737 0.057 -0.009 0.168 0.09
H -1.8599 -3.5274 1.3683 -0.168 -0.048 -0.003 0.08
H -3.0063 -2.3248 0.7013 -0.088 -0.298 0.254 0.03
H -2.9699 -3.9787 0.0259 -0.018 -0.030 0.185 0.08
```
Positions in Å, forces in eV/Å.



Formula: C22H37O3PdSi
Source: the Open Molecules 2025 dataset
Level of theory: ωB97M-V/def2-TZVPD

LUMO energy (alpha / beta) ... 2.50 / 2.50 eV
Gap between HOMO and LUMO (alpha / beta) ... 3.42 / 4.84 eV
Charge ... -1
Total energy ... -40910.170 eV
Strongest force on any atom ... 0.10246 hartree/bohr
Relative energy (zero: lowest compared OMol25 entry of this formula, charge and spin) ... 7.29 kcal/mol
Spin multiplicity ... 3

The geometry in XYZ format:
```
64
Properties=species:S:1:pos:R:3:forces:R:3:lowdin_spin:R:1
O -1.6928 -0.0235 -2.4120 0.594 1.129 -0.972 0.00
C -0.2754 0.1881 -2.6975 0.422 -0.425 -0.042 0.00
C -0.4918 1.5279 -3.4290 0.046 -0.895 0.517 0.00
H 0.1280 -0.5616 -3.3837 -0.171 -0.009 1.122 0.00
H 0.2694 0.2886 -1.7391 -0.021 -0.270 -0.527 0.00
C -1.9089 1.3762 -2.8031 -0.081 0.179 0.032 0.00
H -0.4141 1.4154 -4.5170 -0.341 0.139 0.267 0.00
H 0.2019 2.3048 -3.0920 -0.574 0.199 -0.011 0.00
C -3.0874 1.4937 -3.7498 -0.038 0.190 0.304 0.00
H -2.9400 0.8453 -4.6263 0.004 0.402 0.141 0.00
H -3.2310 2.5612 -4.0164 0.035 -0.632 -0.132 0.00
H -3.9817 1.1389 -3.2286 -0.035 0.088 -0.059 0.00
C -2.0278 2.2027 -1.5360 0.055 0.065 0.328 0.00
H -1.0314 2.3862 -1.1114 -0.254 0.031 -0.119 0.00
H -2.5648 1.6559 -0.7548 -0.123 0.147 -0.414 0.00
H -2.5153 3.1582 -1.7329 0.037 0.110 0.057 0.00
Pd 1.6461 -0.6181 1.2642 -3.461 -3.958 0.340 0.69
C 1.6526 1.4037 2.3673 0.327 1.334 1.096 0.02
C 2.8338 0.6302 2.4821 0.469 1.624 0.288 0.10
C 3.3596 0.4737 1.1543 1.415 0.288 -0.973 0.05
H 3.2774 0.2573 3.3959 0.078 0.287 -0.065 0.01
C 2.3883 0.9844 0.2197 1.102 1.062 -0.381 0.04
C 1.3140 1.5382 1.0070 0.632 0.773 -0.198 0.13
H 0.4433 2.0457 0.6118 -0.008 -0.218 0.128 0.01
H 1.1421 1.8673 3.2014 -0.253 -0.433 -0.214 0.00
H 4.3446 0.0884 0.9092 -0.232 -0.039 -0.012 0.01
H 2.4422 0.9215 -0.8586 0.128 0.295 0.093 0.00
C -0.9080 -0.6273 3.3073 0.171 -0.169 -0.739 0.05
C -1.8721 0.4313 2.8320 0.223 -0.233 0.074 0.28
C -2.1022 0.2415 1.4803 0.350 -0.635 0.233 0.07
H -2.4157 1.0477 3.5378 -0.040 0.109 -0.182 0.02
C -1.2567 -0.7976 0.9929 -0.594 0.318 -0.704 0.23
C -0.3613 -1.2447 1.9965 0.155 -0.292 0.661 0.17
H 0.0095 -2.2757 2.0565 -0.530 0.017 -0.112 0.03
H -1.4973 -1.4468 3.7693 0.102 0.044 0.433 0.02
H -2.8551 0.7656 0.9042 0.124 -0.076 0.024 0.00
H -1.2685 -1.1633 -0.0312 -0.048 0.108 0.189 0.01
O 1.2389 -1.3299 -4.6749 0.672 -0.588 -2.927 0.00
C 0.5286 -0.7282 -5.8140 -0.346 0.138 0.435 0.00
C 0.8492 -1.4734 -7.1271 0.030 0.142 0.161 0.00
H 0.8132 0.3381 -5.9000 -0.082 -0.562 0.277 0.00
H -0.5580 -0.7894 -5.6151 0.439 0.144 0.104 0.00
C 1.8060 -2.6025 -6.7283 0.187 0.201 0.282 0.00
H 1.2996 -0.7800 -7.8384 0.130 -0.089 0.032 0.00
H -0.0516 -1.8513 -7.6195 0.026 0.002 0.278 0.00
C 1.8297 -2.5657 -5.1729 -0.296 -0.373 0.166 0.00
H 2.7977 -2.4554 -7.1772 -0.162 0.094 0.338 0.00
H 1.4671 -3.5764 -7.0850 -0.075 0.048 0.100 0.00
H 2.8719 -2.6700 -4.8129 -0.706 0.128 0.161 0.00
H 1.1862 -3.3885 -4.7888 0.633 0.327 -0.072 0.00
C -1.5147 0.8139 6.4429 -0.155 0.011 0.404 0.00
Si -0.0512 -0.1984 5.9023 0.079 -0.089 -2.736 0.01
C 1.5105 0.5993 6.5164 0.185 0.049 0.350 0.00
C -0.2145 -1.9935 6.3713 -0.045 -0.069 0.700 0.00
O 0.0934 -0.1643 4.2184 -0.079 -0.050 1.563 0.02
H -1.4976 0.8687 7.5406 -0.205 0.116 -0.114 0.00
H -2.4674 0.3726 6.1251 0.179 0.092 0.044 0.00
H -1.4429 1.8311 6.0363 -0.008 -0.220 0.082 0.00
H 1.4625 0.7364 7.6053 0.111 -0.037 -0.112 0.00
H 2.3937 -0.0036 6.2773 -0.130 0.097 0.028 0.00
H 1.6401 1.5908 6.0664 -0.059 -0.188 -0.011 0.00
H -1.1912 -2.4036 6.0843 0.230 0.094 0.002 0.00
H 0.5808 -2.6085 5.9313 -0.178 0.207 0.040 0.00
H -0.1336 -2.0493 7.4656 -0.040 -0.279 -0.049 0.00
```
Positions in Å, forces in eV/Å.



Formula: C22H38BN3O15TlV
Source: the Open Molecules 2025 dataset
Level of theory: ωB97M-V/def2-TZVPD

LUMO energy ... -10.98 eV
Gap between HOMO and LUMO ... 1.34 eV
Charge ... +2
Total energy ... -89640.206 eV
Strongest force on any atom ... 0.11272 hartree/bohr

The geometry in XYZ format:
```
81
Properties=species:S:1:pos:R:3:forces:R:3:lowdin_charge:R:1
Tl 16.3831 -11.7888 4.4374 -0.003 0.137 0.122 0.99
O 17.3930 -15.6423 13.3549 1.398 2.147 -0.528 -0.19
V 18.0784 -14.2726 12.9586 -0.423 -1.451 0.714 1.31
O 19.5405 -14.2776 13.4807 -1.284 -0.295 -0.342 -0.17
N 14.4628 -12.3980 9.9631 -0.808 -1.262 0.926 -0.62
O 15.0347 -12.7956 11.0098 -0.449 0.662 -0.602 0.01
O 13.2708 -12.1371 9.8869 -1.149 0.372 1.735 0.14
O 15.0024 -12.3715 8.8919 2.748 0.065 -1.896 0.09
O 17.8035 -8.9114 8.7214 0.142 0.432 0.850 0.13
C 17.2321 -8.3990 9.6617 1.915 -3.440 -0.425 -0.42
O 16.2635 -7.6187 9.6104 -1.523 2.254 -1.193 0.28
B 15.6282 -7.4162 10.8863 -1.066 0.889 0.216 -0.90
O 16.4374 -8.1324 11.8790 0.771 -1.305 -1.198 0.24
C 17.3622 -8.8390 11.1759 1.988 -0.756 1.464 -0.29
O 18.2029 -9.6264 11.6209 -2.467 1.746 -0.860 0.10
O 14.2167 -7.9482 10.6478 -0.723 2.574 0.727 0.20
C 13.3541 -6.8953 10.7049 -2.872 -1.775 0.903 -0.27
O 12.1124 -6.9951 10.7049 4.325 0.646 -0.393 0.16
C 14.1720 -5.5508 11.0662 1.677 3.022 1.921 -0.18
O 15.5378 -5.9863 11.1955 -3.735 0.621 -0.330 0.20
O 13.7692 -4.4065 11.3651 1.513 -5.324 -1.720 0.16
C 6.5795 -17.1400 11.6783 -0.334 0.828 -0.378 0.00
C 7.2762 -16.8642 10.3134 1.287 -0.282 -0.820 -0.47
C 7.8013 -18.2011 9.6755 -0.917 0.776 0.081 -0.12
C 6.8576 -18.9187 8.7724 -2.411 -1.763 0.222 -0.21
C 6.1949 -18.0500 7.7550 2.524 1.371 -0.676 -0.16
C 5.5604 -16.8210 8.3916 -0.775 1.041 -0.351 -0.43
N 6.5300 -16.0504 9.3347 -2.210 -2.594 0.477 -0.01
O 6.0250 -14.8453 9.8404 1.023 -0.959 -0.762 0.05
C 5.3188 -15.7841 7.2999 0.847 0.193 -0.912 -0.03
C 4.2280 -17.3080 9.0659 0.025 1.116 1.545 0.00
C 8.5314 -15.9952 10.5453 -0.137 -0.625 1.039 -0.02
H 5.8959 -17.9849 11.7613 0.144 -0.127 -0.556 0.09
H 5.9975 -16.2399 11.8762 0.050 -0.015 0.580 0.08
H 7.3425 -17.2642 12.4467 0.014 0.146 -0.073 0.10
H 8.7057 -18.0299 9.0917 0.276 0.166 0.396 0.13
H 7.9378 -18.9090 10.4930 0.744 0.315 0.142 0.13
H 6.0064 -19.3311 9.3142 0.324 -0.638 0.694 0.11
H 7.4076 -19.7389 8.3110 -0.246 -0.127 -0.063 0.13
H 5.5500 -18.3844 6.9423 -0.327 -0.768 0.706 0.14
H 7.1216 -17.8544 7.2155 -0.098 1.452 -0.805 0.13
H 4.7076 -14.8977 7.4696 -0.248 -0.415 0.479 0.09
H 6.3284 -15.4110 7.1277 0.005 0.300 -0.338 0.09
H 5.0444 -16.2419 6.3495 -0.380 -0.116 0.158 0.09
H 3.5934 -16.4534 9.3004 -0.112 0.275 -0.357 0.08
H 3.5889 -18.0216 8.5458 0.555 0.094 -0.646 0.10
H 4.3551 -17.7304 10.0627 0.495 -0.331 -0.045 0.07
H 8.9273 -15.6329 9.5965 -0.071 0.181 0.249 0.10
H 9.2475 -16.6737 11.0088 0.294 0.205 0.062 0.09
H 8.2692 -15.2258 11.2715 0.320 0.357 -0.341 0.09
H 5.2422 -15.0695 10.3489 -0.670 -0.043 0.299 0.11
C 16.1022 -12.1102 19.6946 -0.515 -0.632 -1.485 0.02
C 15.9735 -13.4924 18.9458 -0.762 -0.323 0.241 -0.48
C 15.1765 -14.5440 19.8119 0.599 1.211 -0.363 -0.11
C 13.6652 -14.3192 20.0013 1.163 -0.671 0.467 -0.17
C 13.0623 -14.4177 18.6322 1.739 0.498 0.033 -0.16
C 13.7062 -13.3628 17.6662 -1.072 -0.586 -1.091 -0.42
N 15.2398 -13.4193 17.6530 -1.409 -0.103 -0.331 0.01
O 15.8841 -12.7600 16.5145 -1.156 -1.044 2.199 0.01
C 13.0598 -13.8417 16.2961 2.577 1.491 -0.502 -0.03
C 13.1240 -11.9235 17.9272 1.066 -1.469 -0.041 0.01
C 17.3800 -13.9846 18.6740 0.533 -0.447 -1.040 -0.04
H 15.1314 -11.6677 19.9176 0.242 -0.141 0.313 0.06
H 16.5748 -11.5170 18.9117 0.309 0.597 0.504 0.09
H 16.7323 -12.2277 20.5762 -0.089 0.109 -0.142 0.10
H 15.2227 -15.5218 19.3324 0.493 -0.041 -0.018 0.12
H 15.7519 -14.5676 20.7373 -0.271 -0.209 0.200 0.13
H 13.3621 -13.4223 20.5414 0.195 0.049 0.021 0.12
H 13.4523 -15.1970 20.6115 -0.821 0.170 0.159 0.12
H 11.9732 -14.3766 18.6496 0.112 0.198 -0.399 0.13
H 13.4197 -15.3327 18.1599 -0.525 -0.462 0.330 0.11
H 13.5986 -13.2460 15.5593 -0.357 0.323 -0.446 0.06
H 13.3810 -14.8393 15.9965 -0.597 -0.307 0.538 0.09
H 12.0020 -13.6004 16.1925 0.130 -0.379 0.357 0.10
H 12.0859 -12.2288 18.0583 -0.174 1.063 0.024 0.10
H 13.5795 -11.4914 18.8182 -0.494 0.083 -0.089 0.06
H 13.3260 -11.3044 17.0531 -0.402 0.172 0.091 0.09
H 17.9138 -13.3917 17.9312 -0.171 0.573 0.172 0.08
H 17.3365 -14.9443 18.1592 -0.047 -0.386 0.443 0.09
H 18.0363 -14.0306 19.5431 -0.388 -0.125 0.152 0.10
H 15.6429 -11.8514 16.7093 0.126 0.816 -0.394 0.10
```
Positions in Å, forces in eV/Å.